Formula: C3H7NOS2
Source: the Open Molecules 2025 dataset
Level of theory: wB97M-V/def2-TZVPD

For the maximum force, the calculation gives 1.315 eV Å⁻¹. The energy above the lowest of the compared OMol25 structures with the same formula, charge and spin comes out at 29.02 kcal per mole. The value obtained for the total energy is -28431.9836 eV.

```
14
Properties=species:S:1:pos:R:3:forces:R:3:lowdin_charge:R:1
N -0.19881 -1.51013 -1.00308 0.1531 -0.5865 -0.3287 0.035
C -0.79381 -0.42342 -0.28820 -0.4230 1.2430 -0.0702 -0.461
C -1.52180 0.52527 -1.23668 -0.6939 -0.1182 0.1092 -0.226
O -2.25171 1.39167 -0.84118 0.1763 0.2029 0.0252 0.071
C 0.17119 0.43550 0.52646 0.7692 0.3678 -0.3425 -0.515
S 1.22794 -0.64153 1.54030 -0.2909 -0.1957 0.1724 0.435
S 2.85837 0.51379 1.90187 0.2410 0.0850 -0.0028 0.325
H -0.19355 -1.37877 -2.00703 -0.2294 0.1034 0.0422 0.067
H 0.75732 -1.70898 -0.74326 -0.0480 0.0294 0.3045 0.035
H -1.61456 -0.65729 0.39861 0.1016 -0.8687 0.0098 0.143
H -1.46516 0.33017 -2.32643 0.3876 -0.0775 -0.0533 0.128
H -0.34354 1.19900 1.10660 -0.1719 -0.2509 0.1484 0.086
H 0.84154 0.96899 -0.15079 0.0920 -0.0389 -0.0500 0.073
H 2.52658 0.95571 3.12280 -0.0637 0.1051 0.0358 -0.195
```
Positions in Å, forces in eV/Å.

---

Formula: C3H7NOS2
Source: the Open Molecules 2025 dataset
Level of theory: wB97M-V/def2-TZVPD

For the maximum force, the calculation gives 2.891 eV Å⁻¹. The energy above the lowest of the compared OMol25 structures with the same formula, charge and spin comes out at 40.45 kcal per mole. The value obtained for the total energy is -28431.4878 eV.

```
14
Properties=species:S:1:pos:R:3:forces:R:3:lowdin_charge:R:1
N 0.41570 -1.32630 -0.32794 -1.0962 -0.3327 -1.0820 0.037
C 0.75035 0.06322 -0.38297 0.5455 -0.4468 2.8038 -0.445
C 0.66988 0.69179 -1.73457 0.6047 0.2028 -0.4885 -0.240
O 1.59378 1.25727 -2.26194 -0.1134 -0.0310 0.1140 0.071
C -0.19664 0.86244 0.59211 0.9589 -1.1316 -0.8164 -0.491
S -0.15496 0.19788 2.30583 -0.5180 0.3896 -0.5484 0.456
S -1.87458 -1.02039 2.33113 0.1270 0.0089 -0.3252 0.316
H 0.96746 -2.04720 -0.73013 0.7600 0.1354 -0.4351 0.076
H -0.18706 -1.71802 0.35698 -0.4526 0.3455 0.6193 0.001
H 1.74468 0.14799 0.08051 0.1798 0.6275 -0.7152 0.137
H -0.29809 0.63579 -2.24818 -0.3802 -0.1933 -0.0301 0.128
H 0.16821 1.87998 0.67865 -0.1393 0.1829 -0.1066 0.074
H -1.16251 0.81498 0.08956 -0.4119 0.2978 0.6734 0.064
H -2.43621 -0.43943 1.25095 -0.0644 -0.0551 0.3369 -0.185
```
Positions in Å, forces in eV/Å.

---

Formula: C3H7NS
Source: the Open Molecules 2025 dataset
Level of theory: wB97M-V/def2-TZVPD

For the maximum force, the calculation gives 4.229 eV Å⁻¹. The energy above the lowest of the compared OMol25 structures with the same formula, charge and spin comes out at 53.68 kcal per mole. The value obtained for the total energy is -15547.3173 eV.

```
12
Properties=species:S:1:pos:R:3:forces:R:3:lowdin_charge:R:1
C 1.02839 0.97619 -1.91094 -0.2676 0.9722 1.5583 -0.113
C 1.51324 0.64433 -0.42397 -1.4478 1.7549 -1.3773 -0.334
N 0.75441 0.25805 0.51226 -0.1880 -1.2421 0.7557 -0.372
S -0.75638 -0.28846 0.10478 -2.0513 -1.0425 0.2577 0.767
C -1.43988 -1.21253 1.59810 -1.7187 0.6667 0.7949 -0.413
H 0.01110 0.39263 -2.03233 2.4204 1.1251 -0.5539 0.028
H 0.79457 2.15743 -1.93996 0.4112 -2.6928 0.1578 0.110
H 1.89747 0.82176 -2.61992 -1.4699 -0.2171 0.5161 0.065
H 2.37758 1.07546 0.02470 1.3113 0.2284 -0.5805 0.080
H -1.89855 -0.42117 2.37093 0.8243 -1.7948 -1.8383 0.049
H -2.40260 -1.98871 1.21111 3.3541 2.3191 1.1218 0.114
H -0.56889 -1.67637 2.14406 -1.1781 -0.0771 -0.8123 0.018
```
Positions in Å, forces in eV/Å.

---

Formula: C3H7NS2
Source: the Open Molecules 2025 dataset
Level of theory: wB97M-V/def2-TZVPD

For the maximum force, the calculation gives 5.438 eV Å⁻¹. The energy above the lowest of the compared OMol25 structures with the same formula, charge and spin comes out at 48.73 kcal per mole. The value obtained for the total energy is -26383.0623 eV.

```
13
Properties=species:S:1:pos:R:3:forces:R:3:lowdin_charge:R:1
N 3.20086 0.70128 0.59996 0.0908 -3.8544 3.8345 -0.002
C 2.03116 0.13374 0.20594 -0.1228 -0.5675 0.1443 -1.249
S 1.35110 0.64768 -1.19526 0.3227 -0.1480 -0.2153 0.644
S 1.30372 -1.13337 1.22211 0.8535 0.3970 0.1190 0.746
H 3.69661 0.60646 1.53800 -1.3802 0.0068 -1.8498 0.145
H 3.22413 1.51566 0.14887 1.2011 4.1607 -1.9300 -0.001
H 0.37921 -1.43635 0.32428 -0.2939 -0.0397 -0.2636 -0.150
C -2.08131 -0.19864 -0.65777 -2.4622 -1.5273 -4.4149 -0.127
C -1.46012 0.84964 -0.29054 0.9538 3.6683 -3.1185 -0.216
H -2.26487 -0.96023 0.04236 -0.5598 -1.1405 0.4943 0.029
H -2.47193 -0.25686 -1.78660 0.9050 -0.3674 2.7526 0.109
H -1.17330 0.94680 0.67087 1.1933 0.6029 3.0625 0.006
H -1.17152 1.67415 -1.03160 -0.7015 -1.1909 1.3849 0.064
```
Positions in Å, forces in eV/Å.

---

Formula: C3H7NS2
Source: the Open Molecules 2025 dataset
Level of theory: wB97M-V/def2-TZVPD

For the maximum force, the calculation gives 5.402 eV Å⁻¹. The energy above the lowest of the compared OMol25 structures with the same formula, charge and spin comes out at 125.15 kcal per mole. The value obtained for the total energy is -26379.7486 eV.

```
13
Properties=species:S:1:pos:R:3:forces:R:3:lowdin_charge:R:1
C -0.79179 0.34519 1.24402 1.1774 -1.3278 -1.3581 -0.350
C 0.13976 1.07963 0.14028 -2.2220 -0.9897 1.2286 -0.580
C 0.86906 0.01849 1.02447 -3.2329 0.5256 -1.9186 -0.669
H -2.65893 -0.70327 1.33620 3.6122 0.0425 -3.6129 0.156
H -1.70461 -0.66898 -0.61313 -0.4555 0.3533 5.3716 0.147
H -1.21131 0.59031 2.33583 1.5491 0.2546 -2.7337 0.158
H 0.41042 2.06751 0.33531 0.5163 1.4397 0.6890 0.025
H -0.12623 0.01239 -2.19166 -0.2910 1.5027 0.7211 -0.121
H 1.45938 0.46123 1.79254 0.6423 0.1197 0.2727 0.062
H 0.15854 -2.38109 1.13942 2.5338 1.8397 -2.3151 0.059
N -1.65910 -0.69672 0.65844 -2.2869 0.5556 -0.3812 -0.139
S -0.46049 1.29124 -1.66440 1.1662 -2.5364 1.2244 0.654
S 1.33450 -1.48879 0.21463 -2.7089 -1.7795 2.8120 0.597
```
Positions in Å, forces in eV/Å.

---

Formula: C3H7NS2
Source: the Open Molecules 2025 dataset
Level of theory: wB97M-V/def2-TZVPD

For the maximum force, the calculation gives 5.761 eV Å⁻¹. The energy above the lowest of the compared OMol25 structures with the same formula, charge and spin comes out at 60.60 kcal per mole. The value obtained for the total energy is -26382.5475 eV.

```
13
Properties=species:S:1:pos:R:3:forces:R:3:lowdin_charge:R:1
C -0.16510 -0.67371 2.76053 -3.0942 0.5232 3.6719 -0.483
C 0.37668 0.43022 0.43061 1.1412 1.1452 -2.2563 -0.862
C -0.08009 0.13500 -3.45313 -1.0207 4.5935 3.3232 -0.140
H 0.66889 -1.33695 2.56385 0.3082 0.3451 0.3233 0.033
H -0.14086 0.21962 3.53777 1.1769 -1.8438 -1.5864 0.075
H -1.02145 -1.26946 3.28516 1.6675 0.4351 -0.8018 0.053
H 0.84791 -0.47481 -0.10093 0.3242 1.5168 1.3831 0.056
H 1.01562 1.35025 0.84230 -0.9915 -2.5820 -0.4966 0.092
H 0.25663 -0.57253 -4.10397 0.5736 -2.1191 -1.6104 0.019
H -0.31668 1.21637 -3.85831 0.2896 -2.1463 0.5089 0.097
N -0.04287 -0.06977 -2.17473 0.3549 -0.3098 -1.7190 -0.403
S -1.00966 -0.10998 1.33473 -0.6678 -0.0188 0.0357 0.707
S -0.38901 1.15576 -1.06388 -0.0620 0.4611 -0.7757 0.755
```
Positions in Å, forces in eV/Å.

---

Formula: C3H7NS2
Source: the Open Molecules 2025 dataset
Level of theory: wB97M-V/def2-TZVPD

For the maximum force, the calculation gives 4.247 eV Å⁻¹. The energy above the lowest of the compared OMol25 structures with the same formula, charge and spin comes out at 39.30 kcal per mole. The value obtained for the total energy is -26383.4711 eV.

```
13
Properties=species:S:1:pos:R:3:forces:R:3:lowdin_charge:R:1
C -0.53552 -2.30263 -1.16046 -0.7486 -0.2982 2.1316 -0.416
S -1.04182 -0.55240 -1.08487 1.3218 0.0808 0.8081 0.834
C 0.06806 0.25007 0.02124 -0.3597 0.3194 0.5440 -1.079
S 1.19765 -0.47681 0.98248 -0.7269 0.3693 -1.0641 0.650
C -0.34079 1.78527 0.15483 3.8189 -0.7797 1.2510 -0.340
N 0.52664 2.54169 1.19545 1.0761 -3.2174 -1.8847 -0.070
H 0.34635 -2.45652 -1.74301 0.5505 0.1548 -0.4367 0.014
H -1.43640 -2.55943 -1.75255 0.5993 -1.0973 0.5722 0.013
H -0.34159 -2.85679 -0.09430 -1.0411 1.5389 -2.6225 0.096
H -0.25013 2.25376 -0.80656 -0.0703 0.2520 -0.4514 0.089
H -1.32042 1.71991 0.47880 -2.1467 0.3847 0.5603 0.062
H 0.12036 2.18125 2.09316 1.2162 0.3329 -0.8287 0.054
H 1.55158 1.99713 1.00084 -3.4895 1.9596 1.4208 0.091
```
Positions in Å, forces in eV/Å.

---

Formula: C3H7NSSi
Source: the Open Molecules 2025 dataset
Level of theory: wB97M-V/def2-TZVPD

For the maximum force, the calculation gives 4.374 eV Å⁻¹. The energy above the lowest of the compared OMol25 structures with the same formula, charge and spin comes out at 90.35 kcal per mole. The value obtained for the total energy is -23422.1852 eV.

```
13
Properties=species:S:1:pos:R:3:forces:R:3:lowdin_charge:R:1
C -0.03926 0.30849 -0.21258 0.2214 1.7044 -0.8448 -0.523
C -0.17979 -1.75808 0.73110 -1.3540 1.7748 1.4062 -0.281
C 1.17568 -1.89691 0.08917 -1.0951 -0.8616 -2.9641 -0.475
N -0.79222 -0.43989 0.41358 0.5828 0.7070 0.0536 -0.097
Si -0.99211 3.24258 -0.60857 4.2479 -0.9115 -0.5096 0.716
S 1.62211 -0.30004 -0.74457 -1.1489 -0.1601 1.1588 0.761
H -1.09927 -2.33446 0.48963 1.5148 -1.0469 0.2866 0.120
H 0.07370 -1.68251 1.80773 -1.0383 -0.5120 -0.2345 0.111
H 1.84479 -2.29943 0.78480 1.3860 -0.0887 0.8732 0.045
H 1.06578 -2.62688 -0.72149 0.4078 0.0246 0.0450 0.064
H -0.37284 3.57197 -1.97911 -0.6092 -0.0937 1.0891 -0.127
H -0.06167 3.53562 0.56838 -1.0666 0.0019 -0.6709 -0.121
H -2.24490 2.67954 -0.61807 -2.0486 -0.5384 0.3115 -0.193
```
Positions in Å, forces in eV/Å.